# 1
Below is a 2-piece molecular cluster, C21H34N5O8S overall in a non-equilibrium geometry, with properties calculated with ωB97M-V/def2-TZVPD.

HOMO-LUMO gap in eV: 8.2676
HOMO level in eV: -11.07
LUMO level in Ha: -0.10309
Strongest force on any atom in eV/Å: 2.4
Charge: +1

Each line ends with the Mulliken charge.
CARTESIAN COORDINATES (ANGSTROEM)
O: -3.86559 5.42965 -0.36473  -0.658
O: 0.64710 -3.75751 -0.71583  -0.516
O: -3.30806 5.94930 -5.59375  -0.654
O: 2.08529 -2.31924 0.24965  -0.559
O: 1.94550 -3.81459 2.61382  -0.155
O: 0.35592 -5.80039 5.30069  -0.562
O: -1.52237 -3.80095 1.36542  -0.565
O: -1.90844 -4.45734 4.04464  -0.564
S: 3.11240 -4.14103 5.00553  -0.180
C: -3.81308 5.36442 -1.58084  0.666
C: 1.20083 -3.35117 0.29019  0.006
C: -2.83293 6.23067 -4.50227  -0.038
C: 0.37295 0.79361 -1.20293  0.898
C: 7.13220 -5.29334 3.16842  -0.370
C: 6.45611 -6.19477 3.99769  -0.526
C: 6.56486 -4.04636 2.88361  -0.532
C: 5.21392 -5.84684 4.54190  -0.223
C: 5.32035 -3.70445 3.42737  -0.300
C: 4.64085 -4.60158 4.25888  0.191
N: 1.55727 1.17317 -1.59573  -0.314
N: -2.82536 7.47720 -4.01575  -0.130
N: -0.73435 1.33204 -1.67824  -0.127
N: -2.61415 5.26845 -2.16642  -0.106
N: 0.29497 -0.14690 -0.30631  -0.216
C: -5.09491 5.37259 -2.39079  -0.920
C: -3.33602 8.65204 -4.72504  -0.955
C: 1.88511 -4.69746 3.75187  -0.481
C: 0.93592 -4.08780 1.61782  0.289
C: -0.85402 2.43110 -2.65430  -0.829
C: -2.29459 2.52401 -3.17200  -1.085
C: 0.49616 -4.67321 4.42535  0.038
C: -0.41116 -3.73052 2.26402  0.136
C: -0.64973 -4.72903 3.40331  -0.590
C: -2.54884 3.69572 -4.13530  -0.730
C: -2.26124 5.12218 -3.59859  0.056
H: 2.34964 -2.30789 -0.68496  0.390
H: -0.56756 -5.89021 5.60212  0.382
H: -2.31037 -4.11092 1.85676  0.409
H: -1.88219 -3.62850 4.55611  0.403
H: 8.09518 -5.56419 2.74466  0.379
H: 6.89679 -7.16175 4.22453  0.366
H: 7.09273 -3.34472 2.24443  0.357
H: 4.69528 -6.53939 5.19829  0.417
H: 4.87859 -2.73610 3.21659  0.377
H: 2.38106 0.78090 -1.17936  0.183
H: 1.63116 1.88834 -2.29529  0.185
H: -2.45861 7.61168 -3.08744  0.283
H: -1.59972 0.96301 -1.31884  0.230
H: -1.85843 5.31087 -1.49922  0.226
H: -0.60126 -0.50878 -0.02880  0.164
H: 1.12211 -0.58034 0.07910  0.096
H: -5.94123 5.36749 -1.70484  0.338
H: -5.14684 6.27282 -2.99824  0.251
H: -5.15085 4.49212 -3.02428  0.277
H: -3.73973 9.37594 -4.01482  0.340
H: -2.53184 9.12058 -5.29549  0.332
H: -4.12982 8.36293 -5.41883  0.325
H: 2.11658 -5.71993 3.43509  0.463
H: 0.94823 -5.15656 1.37779  0.540
H: -0.58092 3.36992 -2.17024  0.501
H: -0.18808 2.25993 -3.50281  0.416
H: -2.97701 2.60677 -2.32503  0.434
H: -2.53418 1.59740 -3.69647  0.524
H: 0.41660 -3.74270 4.99796  0.323
H: -0.35062 -2.71555 2.67164  0.235
H: -0.68721 -5.73806 2.97571  0.360
H: -1.95187 3.54236 -5.03652  0.448
H: -3.59448 3.63510 -4.43947  0.299
H: -1.18402 5.26576 -3.67122  0.352


# 2
Below is an isolated ion of composition C9H11N4 and charge +1 in a non-equilibrium geometry, with properties calculated with ωB97M-V/def2-TZVPD.

HOMO-LUMO gap (spin up / spin down) in eV: 6.8006 / 6.4221
HOMO level (spin up / spin down) in eV: -10.93 / -10.40
LUMO level (spin up / spin down) in Ha: -0.15164 / -0.14616
Strongest force on any atom in eV/Å: 3.5
Charge: +1

Each line ends with the Mulliken charge.
CARTESIAN COORDINATES (ANGSTROEM)
C: 2.21294 1.36613 -2.02149  -0.497
C: 3.21496 1.05214 -1.02669  -0.383
C: 0.91447 1.21492 -1.67703  -0.655
C: 2.81409 0.59994 0.20493  -0.243
C: 0.59793 0.94288 -0.30857  0.521
C: -1.99755 1.36410 0.32552  -0.408
C: -2.67354 -0.63470 1.53039  -0.150
C: -0.67522 1.20506 0.19500  -0.012
C: -0.96669 -1.79056 0.20126  -0.056
N: 1.54015 0.62529 0.56729  -0.506
N: -2.89948 0.53834 0.97992  -0.127
N: -1.54633 -1.33660 1.26389  -0.142
N: 0.06686 -2.61124 0.30797  -0.459
H: 2.45573 1.32964 -3.04075  0.421
H: 4.30437 1.01381 -1.34516  0.323
H: 0.20985 1.40996 -2.40708  0.500
H: 3.36381 0.22313 0.99813  0.515
H: -2.44105 2.29719 0.06147  0.415
H: -3.35516 -0.95172 2.34048  0.367
H: -1.30569 -1.44408 -0.72965  0.550
H: -3.89224 0.88860 0.90571  0.300
H: -1.18332 -1.92360 2.00005  0.181
H: 0.68644 -2.41670 -0.49881  0.280
H: 0.55468 -2.96189 1.17323  0.263


# 3
Below is a 2-piece molecular cluster, C5H10O2 overall, with properties calculated with ωB97M-V/def2-TZVPD.

HOMO-LUMO gap in eV: 10.6394
HOMO level in eV: -9.68
LUMO level in Ha: 0.03533
Strongest force on any atom in eV/Å: 0.5

Each line ends with the Mulliken charge.
CARTESIAN COORDINATES (ANGSTROEM)
C: -1.37983 1.76509 -0.03675  -1.382
C: -0.36188 0.73385 0.42301  0.670
O: -1.01490 -0.43667 0.86673  -0.426
C: -0.47501 -1.61910 0.27181  -0.444
C: 0.44192 -1.19399 -0.87605  -0.221
C: 0.55720 0.31145 -0.71568  0.054
O: 1.23916 1.05899 -1.37309  -0.576
H: -2.02269 2.06144 0.79647  0.344
H: -2.00970 1.33720 -0.82372  0.333
H: -0.86629 2.64694 -0.43036  0.364
H: 0.26477 1.15317 1.22656  0.207
H: -1.32125 -2.22211 -0.07202  0.261
H: 0.06610 -2.19755 1.03202  0.265
H: 1.43633 -1.64787 -0.83789  0.300
H: 0.02100 -1.40690 -1.86419  0.240
H: 2.66068 -0.40037 1.49528  0.120
H: 2.76440 0.05644 0.91787  -0.110


# 4
Below is a 2-piece molecular cluster, C2H5N3O2 overall in a non-equilibrium geometry, with properties calculated with ωB97M-V/def2-TZVPD.

HOMO-LUMO gap in eV: 9.0498
HOMO level in eV: -8.33
LUMO level in Ha: 0.02653
Strongest force on any atom in eV/Å: 3.5

Each line ends with the Mulliken charge.
CARTESIAN COORDINATES (ANGSTROEM)
N: -2.17986 0.45980 -0.21716  -0.553
C: -0.92077 0.79298 0.24690  -0.061
N: 0.12621 0.07778 0.32658  -0.151
N: 0.11789 -1.26971 -0.00155  -0.533
H: -2.97944 1.04974 0.03303  0.253
H: -2.64589 -0.42841 0.04590  0.253
H: -0.74069 1.84908 0.37055  0.331
H: 1.09881 -1.55344 -0.25133  0.224
H: -0.66424 -1.50864 -0.78721  0.243
O: 2.64535 1.04074 -0.61615  -0.357
C: 2.90668 0.17955 0.08943  0.741
O: 3.23596 -0.68946 0.76102  -0.389